Density functional theory data (ωB97M-V/def2-TZVPD) for a molecular structure, C42H42IN2O3P2Pt in a non-equilibrium geometry.

Structure (XYZ):
```
93
Properties=species:S:1:pos:R:3:forces:R:3:mulliken_charge:R:1
Pt 1.64824 0.05044 0.12787 -0.533 0.355 -0.106 2.7672
C -1.27343 5.16456 0.40126 -0.090 -0.058 -0.103 -1.4461
C -1.47626 3.88632 1.17286 -0.078 -0.189 0.331 0.4137
N -2.51689 3.88017 1.98894 -0.197 0.573 -0.167 -0.4637
C -2.69966 2.98790 2.94585 0.387 -0.459 -0.091 -1.1353
C -1.71943 2.05976 3.25037 -0.459 -0.032 -0.035 0.0916
C -1.87690 1.26523 4.52009 0.106 0.381 0.212 -1.2572
O -1.57190 -0.10749 4.31931 -0.022 -0.193 -0.176 -0.4216
C -0.62891 1.92628 2.34730 -0.072 0.023 -0.349 1.0402
C 0.39339 1.03482 2.79831 0.148 -0.040 0.171 -1.4101
N 1.44723 0.48377 2.23214 -0.074 0.428 -1.923 -0.4188
C 2.44065 -0.03082 3.02840 0.586 -0.460 0.637 0.6493
C 2.66537 0.44373 4.31669 -0.414 0.257 -0.309 -0.4802
C 3.74528 0.01042 5.06264 0.210 -0.308 -0.185 -0.6476
C 4.71424 -0.87805 4.53644 0.200 0.059 0.273 -0.9555
C 4.52764 -1.40064 3.30990 -0.219 0.053 -0.216 -0.8832
C 3.31218 -1.13142 2.50680 -0.083 0.313 0.123 0.9651
I 3.75482 1.60191 -0.18189 -0.123 -0.524 0.317 -0.2173
C -0.60059 2.77871 1.20049 0.021 -0.092 0.093 1.6481
O 0.28304 2.50865 0.22489 0.181 0.045 0.104 -0.4750
H -1.75811 5.94799 0.97888 0.020 0.017 0.004 0.4851
H -1.74937 5.15804 -0.58046 0.049 -0.015 -0.006 0.2702
H -0.22012 5.41824 0.29500 0.001 -0.029 -0.025 0.3852
H -3.62355 3.05675 3.50782 0.053 0.004 0.069 0.4224
H -2.89726 1.39849 4.88139 -0.004 -0.020 -0.038 0.4799
H -1.21677 1.71226 5.27978 -0.042 -0.152 0.036 0.3477
H -1.95463 -0.62455 5.03553 -0.030 0.003 0.073 0.3129
H 0.25657 0.75684 3.83914 0.161 0.039 -0.059 1.1516
H 2.05048 1.23728 4.72050 0.028 -0.003 0.001 0.5739
H 3.88593 0.40026 6.06400 -0.018 0.056 -0.010 0.4764
H 5.60190 -1.10236 5.11203 -0.021 -0.009 0.005 0.4939
H 5.26786 -2.05458 2.86747 -0.016 -0.042 0.062 0.6411
C 0.03453 3.02472 -1.08950 -0.024 0.065 -0.204 -1.1604
C 0.59007 2.15258 -2.22479 -0.175 -0.079 0.129 -1.4096
P 0.12883 0.36504 -2.45057 0.437 0.155 -0.408 1.2494
C 1.68985 -0.55624 -2.36164 -0.382 0.412 0.836 -0.0108
C 1.76056 -1.79079 -1.68275 -0.110 0.253 0.252 0.4739
C 2.93369 -2.54396 -1.74661 0.380 -0.043 -0.080 -1.0027
C 4.00601 -2.08969 -2.48904 -0.180 -0.181 0.159 -0.8607
C 3.92045 -0.88886 -3.20203 -0.177 0.280 -0.123 -0.8925
C 2.77631 -0.12768 -3.14604 0.408 0.007 -0.026 -0.8324
C -0.50007 0.15131 -4.12873 -0.232 0.013 0.489 1.4954
C -0.07237 0.99152 -5.15704 0.006 0.001 -0.027 -0.7763
C -0.52581 0.75963 -6.44572 0.058 0.049 -0.045 -0.8892
C -1.40089 -0.28649 -6.70522 -0.017 -0.046 0.000 -0.6251
C -1.81541 -1.12823 -5.68105 0.006 -0.003 -0.010 -0.7998
C -1.36600 -0.90849 -4.39063 0.020 0.047 -0.002 -0.3915
P -0.86122 -0.17125 -0.52966 -0.116 -0.707 -0.064 -0.9158
C -1.39116 -1.88408 -0.19051 0.110 0.126 -0.241 2.3006
C -1.88382 -2.82605 -1.08980 -0.015 -0.067 0.070 -0.5081
C -2.44417 -4.00250 -0.61568 -0.002 -0.032 -0.091 -0.8794
C -2.53395 -4.23791 0.74951 0.013 0.007 0.034 -1.0284
C -2.03772 -3.30444 1.64913 -0.014 -0.030 0.050 -0.6645
C -1.45888 -2.13213 1.18510 0.034 0.040 -0.119 -1.3652
C -2.48556 0.64790 -0.75942 0.169 0.389 0.139 2.0038
C -3.50119 0.36704 0.15813 0.134 -0.016 0.054 -0.8970
C -4.75211 0.94279 0.00774 -0.053 -0.004 0.049 -0.8093
C -5.00535 1.81596 -1.04008 0.013 0.025 -0.006 -0.7003
C -4.00269 2.10222 -1.95482 0.007 0.042 -0.019 -1.1895
C -2.75100 1.52613 -1.81529 -0.005 -0.185 0.062 -0.5821
H -1.03718 3.15999 -1.21705 0.064 0.031 0.042 0.5055
H 0.53001 3.98922 -1.18804 -0.015 0.006 -0.042 0.7345
H 1.67981 2.18416 -2.21777 0.017 -0.056 0.050 0.6371
H 0.25017 2.66277 -3.12973 0.022 -0.042 -0.017 0.3436
H 0.87494 -2.22005 -1.23195 0.034 -0.015 0.027 0.0579
H 2.98463 -3.50233 -1.24870 -0.030 -0.005 0.011 0.7250
H 4.91265 -2.67752 -2.54809 -0.013 -0.020 -0.003 0.4919
H 4.75325 -0.56331 -3.81061 0.001 0.010 0.011 0.4937
H 2.71604 0.79280 -3.71333 0.033 0.004 0.015 0.3590
H 0.61235 1.81177 -4.97979 -0.017 -0.015 -0.027 0.3180
H -0.19102 1.39926 -7.25123 -0.026 0.010 0.005 0.4621
H -1.76400 -0.44600 -7.71166 0.029 -0.010 -0.003 0.4466
H -2.48673 -1.94993 -5.88968 -0.023 0.020 0.008 0.4892
H -1.69624 -1.54551 -3.58317 -0.063 0.022 -0.086 0.1796
H -1.82981 -2.66619 -2.15568 -0.048 -0.003 0.041 0.5140
H -2.82692 -4.73365 -1.31552 0.018 0.005 0.002 0.5023
H -2.99277 -5.14856 1.11060 0.013 -0.003 0.001 0.4554
H -2.10500 -3.48613 2.71402 -0.014 0.002 -0.004 0.5445
H -1.06728 -1.40486 1.88826 -0.060 -0.012 0.048 0.5796
H -3.32817 -0.31825 0.97769 -0.013 -0.005 0.019 0.4817
H -5.53915 0.69588 0.70780 0.014 0.022 0.019 0.5158
H -5.98277 2.26521 -1.15227 -0.009 -0.024 0.003 0.4676
H -4.19556 2.76303 -2.78976 -0.013 -0.005 0.009 0.5132
H -2.00873 1.74076 -2.57110 -0.013 0.011 -0.091 0.3322
C 3.34425 -3.62257 1.91961 0.006 0.110 0.080 -1.7414
C 2.48236 -2.45863 2.37783 -0.224 -0.278 -0.037 0.0547
O 1.42457 -2.18603 1.45348 0.382 -0.311 0.328 0.0902
H 3.98683 -3.96833 2.72896 0.000 -0.055 -0.040 0.5127
H 3.96492 -3.34246 1.06753 -0.009 -0.024 -0.035 0.3871
H 2.70750 -4.46038 1.63268 -0.007 0.001 0.011 0.4533
H 3.61791 -0.89383 1.47653 -0.006 0.044 0.003 -0.1900
H 2.04066 -2.68317 3.35446 0.075 0.038 0.034 0.3926
H 0.90649 -2.99416 1.33297 -0.054 0.053 0.049 0.1543
```
Positions in Å, forces in eV/Å.

Output
**LUMO energy (spin up / spin down)**: -10.145 / -10.145 eV
**Electronic energy**: -83256.6689 eV
**Max |F|**: 1.972 eV/A
**HOMO (spin up / spin down)**: -15.71 / -15.71 eV
**Gap between HOMO and LUMO (spin up / spin down)**: 0.20439 / 0.20441 Eh
**Total charge**: +3

Density functional theory data (ωB97M-V/def2-TZVPD) for a molecular structure, C35H48N5O5Se2V in a non-equilibrium geometry.

Structure (XYZ):
```
96
Properties=species:S:1:pos:R:3:forces:R:3:mulliken_spin:R:1
V 0.89367 0.05842 -0.04873 0.304 0.334 2.163 1.6312
C 4.49786 -2.91476 1.23860 -0.169 -0.070 -0.197 0.0017
N 4.54122 -1.47633 1.38219 -0.137 -0.015 -0.104 0.0029
C 5.34886 -0.99026 2.47142 0.015 0.122 0.170 -0.0003
C 3.68903 -0.72849 0.65342 0.711 0.215 0.261 0.0171
O 3.03323 -1.21533 -0.26038 -0.736 0.079 -0.374 0.0136
C 3.60048 0.75994 0.93331 0.371 0.050 0.676 -0.0158
O 2.65518 1.35434 0.08025 -0.254 -0.342 -0.445 0.0031
C 3.11900 1.70103 -1.19954 0.080 0.245 -0.443 -0.0274
C 2.17400 1.12273 -2.23637 0.686 0.486 -0.855 -0.1037
O 1.25348 0.36730 -1.90691 0.566 0.110 -1.162 -0.0711
N 2.41512 1.40962 -3.56854 -0.247 -0.178 0.367 -0.0186
C 1.37713 1.04559 -4.51017 -0.064 -0.153 0.036 -0.0049
C 3.19632 2.56591 -3.94144 0.060 0.045 0.119 -0.0029
H 5.48643 -3.30315 0.97611 -0.032 -0.002 0.019 -0.0002
H 4.16539 -3.37119 2.17385 0.018 -0.016 0.019 -0.0002
H 3.78111 -3.14956 0.45249 0.118 -0.122 0.091 -0.0001
H 6.35761 -1.40243 2.37631 -0.007 0.076 0.010 0.0000
H 5.40836 0.09318 2.47341 0.000 0.045 0.027 -0.0002
H 4.93643 -1.31465 3.42950 -0.033 0.034 0.043 -0.0001
H 3.22696 0.95062 1.94688 0.184 0.085 -0.118 -0.0078
H 4.57238 1.26072 0.83408 -0.125 -0.056 -0.002 0.0003
H 3.15436 2.80164 -1.26868 0.017 -0.257 0.006 -0.0003
H 4.13059 1.30560 -1.37309 -0.095 0.059 0.053 -0.0044
H 0.84988 0.17748 -4.11988 -0.025 0.053 -0.127 -0.0031
H 0.65576 1.85807 -4.65536 -0.029 0.005 0.032 0.0012
H 1.83053 0.79813 -5.47085 -0.005 0.014 -0.014 -0.0012
H 4.14198 2.57478 -3.40416 0.061 0.075 -0.027 -0.0043
H 3.40740 2.50878 -5.00907 0.053 0.002 0.031 0.0002
H 2.66539 3.50545 -3.74292 0.015 0.027 -0.015 0.0001
C -2.97954 -0.74685 -3.56426 -0.042 0.047 -0.037 -0.0115
C -4.02383 -1.49792 -2.79053 0.280 -0.109 0.150 0.0009
C -5.34619 -1.50202 -3.20073 -0.347 -0.090 0.076 0.0012
C -6.31118 -2.26852 -2.55905 0.088 0.014 -0.028 -0.0062
C -5.94370 -3.07781 -1.49498 -0.209 0.009 -0.147 0.0025
C -4.63758 -3.07979 -1.05575 0.342 0.196 -0.038 -0.0068
C -3.67344 -2.27664 -1.67174 -0.579 -0.012 -0.180 0.0063
N -2.35922 -2.31430 -1.20684 0.319 -0.328 0.126 -0.0071
C -1.63838 -1.21517 -0.74575 -0.593 0.297 -0.114 -0.0385
N -2.33979 -0.05892 -0.64885 -0.231 -0.455 0.009 -0.0375
C -1.85155 1.25123 -0.53080 0.342 0.577 0.072 -0.0597
C -0.49145 1.48437 -0.29464 -0.285 -0.157 0.061 -0.0448
C -0.08382 2.81748 -0.24372 -0.170 0.565 -0.220 -0.1092
C -0.97410 3.86846 -0.39409 0.424 0.024 0.059 -0.0042
C -2.31972 3.60481 -0.58430 -0.294 -0.167 -0.016 -0.0028
C -2.78160 2.29725 -0.64903 -0.206 0.107 0.102 0.0102
C -4.25900 2.03667 -0.79371 0.197 0.043 -0.023 -0.0017
N -0.38171 -1.32566 -0.44033 -0.698 -0.652 -0.326 -0.0009
C 0.23770 -2.58658 -0.49656 0.124 -1.166 -0.202 -0.0254
C 1.10369 -2.86638 -1.55272 -0.152 0.121 0.004 -0.0036
C 1.79304 -4.06171 -1.61146 0.040 -0.128 -0.061 -0.0037
C 1.61887 -5.01026 -0.61934 0.064 0.022 -0.015 0.0107
C 0.73274 -4.75639 0.41323 0.039 -0.130 -0.055 -0.0093
C 0.01537 -3.56940 0.48908 -0.009 0.246 -0.086 0.0064
C -0.93612 -3.34160 1.62465 0.117 0.170 0.067 -0.0060
H -3.33858 -0.53175 -4.56938 0.000 -0.018 -0.043 -0.0004
H -2.06932 -1.34170 -3.62881 0.094 -0.006 -0.028 0.0018
H -2.70972 0.19812 -3.09331 0.034 0.059 0.018 0.0008
H -5.62878 -0.90950 -4.06037 0.010 0.068 -0.069 0.0002
H -7.33631 -2.25057 -2.90018 -0.048 0.012 -0.038 -0.0009
H -6.67693 -3.70024 -1.00363 -0.063 -0.044 0.044 0.0001
H -4.33798 -3.69891 -0.22236 0.016 -0.028 0.132 -0.0011
H -2.05429 -3.19979 -0.82713 0.017 0.104 -0.051 0.0027
H -3.33515 -0.14889 -0.79946 0.189 -0.037 0.033 -0.0026
H 0.94653 3.04976 -0.00588 0.107 0.076 0.132 0.0143
H -0.63279 4.89211 -0.31467 0.070 0.062 -0.002 -0.0014
H -3.02150 4.42424 -0.68059 -0.108 0.006 0.014 -0.0010
H -4.79996 2.97981 -0.83194 -0.061 0.014 -0.017 -0.0003
H -4.64390 1.46628 0.05348 -0.098 -0.090 0.042 0.0009
H -4.48401 1.48620 -1.70771 -0.133 -0.123 -0.119 -0.0005
H 1.24763 -2.11919 -2.32076 -0.012 0.095 0.059 -0.0006
H 2.47042 -4.25352 -2.43048 0.076 0.017 -0.093 -0.0003
H 2.17194 -5.93919 -0.64778 0.011 -0.067 0.004 0.0008
H 0.59732 -5.50315 1.18460 -0.071 -0.011 0.087 -0.0002
H -0.92171 -4.19028 2.30430 -0.035 -0.063 0.053 -0.0005
H -1.96349 -3.17874 1.29643 -0.097 -0.020 -0.030 0.0004
H -0.63345 -2.44436 2.16969 -0.107 -0.031 0.092 0.0026
O -2.00676 3.11024 3.09303 -0.280 0.366 0.066 -0.0005
C -1.05562 2.05773 2.96069 0.435 -0.713 0.006 -0.0102
C 0.15802 2.24750 3.88129 -0.359 0.163 0.186 0.0080
C -0.36776 2.35130 5.33186 0.132 -0.430 -0.096 -0.0011
O -1.06405 3.53681 5.61900 -0.413 0.341 0.118 0.0001
C 1.05286 1.00190 3.82931 -0.014 -0.443 -0.082 -0.0181
Se 0.73865 -0.37639 2.42432 0.403 -0.299 0.241 -0.0424
C 0.88561 3.56139 3.53657 0.337 0.318 -0.099 -0.0006
Se 2.60800 3.50239 2.60050 0.484 0.143 -0.243 0.0003
H -2.43407 3.21755 2.24005 0.031 0.109 -0.072 -0.0004
H -0.69153 1.99458 1.93319 -0.185 -0.002 0.292 -0.0113
H -1.54810 1.10611 3.22471 0.131 0.174 -0.164 -0.0024
H 0.46576 2.31604 6.04059 0.037 -0.096 -0.097 0.0002
H -1.01856 1.47602 5.50942 0.148 0.009 0.098 0.0003
H -1.69656 3.65808 4.89643 0.073 0.106 0.003 0.0000
H 0.95132 0.41056 4.74547 -0.075 0.098 -0.055 -0.0013
H 2.09941 1.29105 3.73153 -0.143 0.168 0.089 0.0003
H 1.09148 4.11454 4.45312 -0.237 0.005 -0.067 -0.0003
H 0.25129 4.17834 2.90140 -0.156 0.018 0.235 0.0002
```
Positions in Å, forces in eV/Å.

Output
**LUMO energy (spin up / spin down)**: 2.137 / 2.150 eV
**Relative energy (zero: lowest compared OMol25 entry of this formula, charge and spin)**: 0.311 eV
**Electronic energy**: -211142.9918 eV
**Max |F|**: 2.209 eV/A
**HOMO (spin up / spin down)**: -2.60 / -1.66 eV
**2S+1**: 2
**Gap between HOMO and LUMO (spin up / spin down)**: 0.17403 / 0.14016 Eh
**Total charge**: -1

Density functional theory data (ωB97M-V/def2-TZVPD) for a single C10H18BClO2 molecule in a non-equilibrium geometry.

Structure (XYZ):
```
32
Properties=species:S:1:pos:R:3:forces:R:3:mulliken_charge:R:1
B -0.63093 0.52693 -0.49144 -3.053 2.120 -0.013 0.7578
C -1.75114 1.63120 -2.63225 -0.924 1.483 2.895 0.2021
C -1.55735 1.48215 -1.29502 1.440 -1.455 -3.186 -0.5263
C 0.91050 -0.95153 0.33424 1.099 -1.101 2.019 1.6608
C 0.10078 -0.37490 1.47404 -2.700 0.761 1.648 1.0143
C -2.65214 2.63665 -3.25137 -0.600 0.252 -2.567 -1.2597
C 2.38556 -0.86855 0.76887 -1.010 2.409 -4.632 -1.7934
C 0.53940 -2.42821 -0.07700 1.111 -0.134 0.216 -1.7731
C 0.68494 0.73631 2.41545 -0.958 -0.431 -3.786 -2.0487
C -0.60595 -1.46583 2.29014 -0.954 -0.028 1.505 -1.4341
C 1.71622 -0.04419 -1.77093 0.926 1.787 -1.945 -0.7352
O 0.62003 0.05850 -0.71919 1.862 -1.948 0.170 -0.1376
O -1.06190 0.28970 0.77299 1.549 -0.727 0.171 -0.6364
Cl 0.94394 -0.84928 -3.19915 -0.277 -0.013 -0.081 -0.2475
H -1.17842 1.04794 -3.20215 2.102 -2.301 -2.619 0.4435
H -2.10617 2.04557 -0.65480 -1.829 1.826 1.840 0.3329
H -2.22071 3.44802 -3.92591 0.137 -1.426 0.687 0.2650
H -3.02018 3.16459 -2.46157 -1.302 1.750 2.240 0.4096
H -3.59180 2.31064 -3.80834 1.416 -0.322 0.569 0.2583
H 2.68195 -0.92973 1.73308 0.043 0.029 3.310 0.5135
H 2.74364 0.06399 0.22516 -0.022 -0.982 1.198 0.3099
H 2.87295 -1.61652 0.25425 1.330 -1.624 -1.167 0.5501
H 0.98605 -2.77811 -1.02772 -0.195 0.865 0.266 0.4514
H -0.52399 -2.64191 -0.09780 -0.077 0.136 -0.122 0.3673
H 1.02787 -3.13321 0.66177 -0.685 0.990 -0.448 0.4072
H -0.03642 0.90845 3.12648 -1.861 0.730 1.446 0.5457
H 0.96165 1.64767 1.89139 -0.121 0.034 -0.147 0.3012
H 1.49400 0.39652 2.91069 2.854 -1.217 1.596 0.5130
H -1.32934 -1.08920 3.15409 1.978 -0.486 -1.688 0.2928
H 0.03120 -2.31825 2.62183 -0.245 0.931 0.105 0.2948
H -1.27769 -1.88800 1.57031 -0.546 -0.462 -0.122 0.4367
H 1.82223 1.04852 -2.13101 -0.488 -1.446 0.640 0.2641
```
Positions in Å, forces in eV/Å.

Output
**LUMO energy**: 0.576 eV
**Relative energy (zero: lowest compared OMol25 entry of this formula, charge and spin)**: 0.181 eV
**Electronic energy**: -27952.3886 eV
**Max |F|**: 5.318 eV/A
**HOMO**: -7.39 eV
**Gap between HOMO and LUMO**: 0.29292 Eh

Look up the max |F| of the second one. 2.209 eV/A